No. 1
Here is one molecule with the formula C3H6O from OMol25. Energies are from wB97M-V/def2-TZVPD.

As for the structure (SMILES): CCC=O. The LUMO energy is 1.0 eV. The relative energy (zero: lowest compared OMol25 entry of this formula, charge and spin) comes out at 0.318 eV. As for the HOMO energy: -9.9 eV. The gap between HOMO and LUMO comes out at 0.4007 Eh.

Atoms and positions in Å:
C  0.675  0.633  0.753
C  -0.552  0.147  -0.010
C  -0.303  -1.000  -0.958
O  0.786  -1.376  -1.323
H  0.975  -0.089  1.519
H  0.461  1.584  1.253
H  1.526  0.777  0.082
H  -1.365  -0.142  0.670
H  -0.974  0.946  -0.639
H  -1.229  -1.481  -1.347

***

No. 2
Here is C4H7AlO2 as an isolated structure at a distorted geometry from OMol25. Energies are from wB97M-V/def2-TZVPD.

The LUMO energy is -0.1 eV. The relative energy (zero: lowest compared OMol25 entry of this formula, charge and spin) comes out at 1.716 eV. As for the HOMO energy: -8.7 eV. The gap between HOMO and LUMO comes out at 0.3139 Eh.

Atoms and positions in Å:
O  0.329  1.753  1.628
C  0.599  0.397  1.890
C  0.733  -0.329  0.538
C  -0.231  0.277  -0.476
C  -0.482  -0.505  -1.613
O  -1.171  -0.150  -2.628
Al  -1.925  -0.932  -3.754
H  -1.189  0.752  -0.209
H  -0.254  -0.070  2.428
H  1.556  0.316  2.441
H  0.548  -1.406  0.680
H  1.777  -0.190  0.211
H  -0.072  1.667  0.410
H  -0.219  -1.580  -1.547

***

No. 3
Here is one molecule with the formula C2H7PS at a distorted geometry from OMol25. Energies are from wB97M-V/def2-TZVPD.

As for the structure (SMILES): CCSP. The LUMO energy is 0.8 eV. The relative energy (zero: lowest compared OMol25 entry of this formula, charge and spin) comes out at 0.972 eV. As for the HOMO energy: -8.7 eV. The gap between HOMO and LUMO comes out at 0.3499 Eh.

Atoms and positions in Å:
C  1.382  0.085  0.367
C  0.508  -0.708  -0.506
P  -1.728  0.873  0.236
S  -1.029  -1.141  0.216
H  2.271  0.357  -0.191
H  0.829  0.994  0.558
H  1.703  -0.304  1.357
H  1.024  -1.539  -0.995
H  0.259  0.084  -1.345
H  -2.613  0.619  -0.898
H  -2.606  0.681  1.201

***

No. 4
Here is a 8-piece molecular cluster, C27H69BF4NO22P5 overall at a distorted geometry from OMol25. Energies are from wB97M-V/def2-TZVPD.

The LUMO energy is -4.6 eV. The relative energy (zero: lowest compared OMol25 entry of this formula, charge and spin) comes out at 1.757 eV. As for the HOMO energy: -8.9 eV. The gap between HOMO and LUMO comes out at 0.1564 Eh.

Atoms and positions in Å:
C  4.830  -73.471  1.744
C  5.222  -72.157  2.495
C  4.263  -71.887  3.643
C  4.508  -72.827  4.766
C  5.980  -72.432  5.292
C  7.017  -72.682  4.175
N  6.622  -72.106  2.856
O  7.430  -72.266  1.938
C  7.520  -74.140  4.062
C  8.338  -71.711  4.487
C  4.938  -70.952  1.444
H  5.046  -74.229  2.536
H  5.701  -73.382  0.902
H  3.856  -73.534  1.312
H  3.204  -72.248  3.205
H  4.076  -70.721  3.966
H  4.301  -73.880  4.736
H  3.825  -72.645  5.555
H  6.375  -72.981  6.088
H  5.873  -71.508  5.534
H  8.173  -74.439  4.884
H  8.155  -74.472  3.423
H  6.745  -74.829  4.009
H  9.266  -71.909  4.049
H  8.585  -72.070  5.467
H  8.018  -70.657  4.694
H  5.458  -71.081  0.452
H  5.287  -69.962  1.813
H  3.975  -70.984  0.989
B  0.696  -71.068  5.877
F  1.645  -70.840  6.813
F  0.511  -69.839  5.208
F  1.115  -72.105  5.035
F  -0.502  -71.364  6.503
C  0.730  -70.291  1.494
C  0.064  -71.511  0.821
O  -0.846  -71.207  0.038
C  0.499  -72.852  1.205
H  0.271  -70.191  2.551
H  0.708  -69.424  0.719
H  1.728  -70.500  1.811
H  1.142  -73.022  0.535
H  -0.417  -73.452  1.154
H  0.872  -73.001  2.209
C  0.947  -75.349  4.666
O  2.227  -75.892  4.236
P  3.042  -76.851  5.199
O  3.997  -76.099  6.041
O  2.043  -77.614  6.249
C  2.294  -77.413  7.681
O  3.759  -77.976  4.296
C  3.153  -79.197  3.878
H  0.488  -74.836  3.886
H  1.307  -74.911  5.723
H  0.190  -76.136  4.975
H  1.924  -76.560  7.858
H  3.360  -77.522  8.132
H  1.675  -78.186  8.271
H  2.237  -79.017  3.374
H  2.950  -79.873  4.698
H  3.753  -79.798  3.227
C  -3.608  -69.071  11.249
O  -2.425  -69.169  10.572
P  -1.510  -67.870  10.382
O  -2.005  -66.739  11.119
O  -0.258  -68.275  11.369
C  0.636  -67.247  11.813
O  -0.548  -67.555  9.133
C  0.228  -68.538  8.370
H  -3.732  -68.267  11.990
H  -3.701  -70.172  11.413
H  -4.490  -68.946  10.552
H  1.686  -67.792  12.179
H  0.403  -66.642  12.696
H  0.775  -66.259  11.165
H  -0.079  -69.568  8.640
H  1.230  -68.591  8.659
H  0.117  -68.359  7.214
C  -5.340  -74.993  7.855
O  -4.126  -74.852  7.303
P  -3.507  -75.890  6.217
O  -4.585  -76.248  5.233
O  -2.400  -75.214  5.333
C  -2.272  -73.797  5.311
O  -3.053  -77.201  6.770
C  -3.861  -78.321  7.171
H  -5.008  -75.399  8.856
H  -5.881  -75.549  7.016
H  -5.906  -74.049  8.127
H  -3.080  -73.347  4.928
H  -1.298  -73.350  4.924
H  -2.198  -73.260  6.318
H  -4.780  -78.421  6.604
H  -4.085  -78.195  8.248
H  -3.115  -79.059  6.822
C  -3.945  -70.656  7.457
O  -4.468  -69.665  6.649
P  -4.194  -68.068  6.915
O  -3.368  -67.796  8.103
O  -3.357  -67.495  5.663
C  -2.127  -68.000  5.403
O  -5.661  -67.362  7.140
C  -6.191  -67.114  8.411
H  -4.415  -71.709  7.210
H  -4.176  -70.462  8.525
H  -3.026  -70.762  7.276
H  -2.139  -68.980  5.181
H  -1.342  -68.081  6.386
H  -1.596  -67.424  4.625
H  -7.336  -67.107  8.426
H  -5.903  -66.305  8.691
H  -6.110  -68.068  9.077
C  -2.356  -72.750  9.815
O  -2.298  -74.038  10.134
P  -1.115  -74.993  9.668
O  -1.200  -75.119  8.234
O  0.305  -74.073  9.895
C  0.889  -73.295  8.977
O  -1.095  -76.430  10.290
C  -2.213  -77.217  10.613
H  -1.548  -71.974  10.055
H  -3.329  -72.370  9.972
H  -2.168  -72.718  8.862
H  1.335  -72.244  9.394
H  0.121  -72.711  8.317
H  1.655  -73.809  8.246
H  -2.612  -77.245  11.493
H  -1.994  -78.240  10.135
H  -2.690  -76.582  9.852

***

No. 5
Here is a 2-piece molecular cluster, CH4NO2S overall at a distorted geometry from OMol25. Energies are from wB97M-V/def2-TZVPD.

The LUMO energy (spin up / spin down) is 4.1 / 4.1 eV. The relative energy (zero: lowest compared OMol25 entry of this formula, charge and spin) comes out at 4.917 eV. As for the HOMO energy (spin up / spin down): -3.4 / -3.0 eV. The gap between HOMO and LUMO (spin up / spin down) comes out at 0.2753 / 0.2616 Eh. The net charge is -1.

Atoms and positions in Å:
C  -0.958  0.379  -1.198
N  0.844  0.535  1.773
O  1.663  -1.197  0.059
O  -0.312  -1.770  1.405
S  0.574  -0.675  0.848
H  -1.765  0.862  -0.669
H  -0.293  1.190  -1.462
H  -1.119  -0.379  -1.820
H  1.367  1.054  1.064

***

No. 6
Here is C28H23IrN5O4 as an isolated structure at a distorted geometry from OMol25. Energies are from wB97M-V/def2-TZVPD.

The LUMO energy (spin up / spin down) is -4.5 / -4.5 eV. The relative energy (zero: lowest compared OMol25 entry of this formula, charge and spin) comes out at 4.923 eV. As for the HOMO energy (spin up / spin down): -9.4 / -9.6 eV. The gap between HOMO and LUMO (spin up / spin down) comes out at 0.1798 / 0.1895 Eh. The net charge is +1.

Atoms and positions in Å:
Ir  0.267  -0.627  -1.185
O  -4.288  -5.346  -1.185
C  -4.489  -4.091  -1.185
O  -5.621  -3.514  -1.185
C  -3.267  -3.202  -1.185
C  -3.423  -1.780  -1.185
C  -2.298  -0.997  -1.185
N  -1.167  -1.674  -1.185
C  -0.872  -2.958  -1.185
C  -1.962  -3.788  -1.185
C  0.628  -3.217  -1.185
C  1.109  -4.526  -1.185
C  2.487  -4.751  -1.185
C  3.369  -3.674  -1.185
C  2.852  -2.390  -1.185
N  1.536  -2.119  -1.185
C  -2.091  0.514  -1.185
C  -3.195  1.366  -1.185
C  -2.997  2.748  -1.185
C  -1.706  3.269  -1.185
C  -0.636  2.391  -1.185
N  -0.771  1.054  -1.185
H  -4.422  -1.360  -1.185
H  -1.869  -4.868  -1.185
H  0.430  -5.372  -1.185
H  2.868  -5.768  -1.185
H  4.441  -3.833  -1.185
H  3.499  -1.520  -1.185
H  -4.206  0.972  -1.185
H  -3.855  3.415  -1.185
H  -1.538  4.339  -1.185
H  0.388  2.749  -1.185
O  1.076  -0.841  5.751
C  0.466  0.251  5.078
C  0.440  -0.009  3.599
C  0.038  -1.247  3.096
C  -0.001  -1.422  1.727
N  0.321  -0.460  0.838
C  0.715  0.752  1.311
C  0.773  1.002  2.685
C  1.065  1.738  0.263
C  1.544  3.027  0.513
C  1.864  3.874  -0.558
C  2.351  5.274  -0.310
O  1.264  6.188  -0.310
C  1.675  3.409  -1.858
C  1.195  2.126  -2.030
N  0.892  1.298  -1.010
H  1.101  -0.611  6.695
H  1.041  1.154  5.308
H  -0.556  0.376  5.451
H  -0.230  -2.062  3.760
H  -0.301  -2.370  1.290
H  1.077  1.971  3.063
H  1.678  3.389  1.526
H  3.065  5.577  -1.083
H  2.865  5.346  0.654
H  0.464  5.712  -0.591
H  1.895  4.029  -2.721
H  1.033  1.712  -3.021
H  1.991  -0.627  -1.185

***

No. 7
Here is a 9-piece molecular cluster, H6O3 overall at a distorted geometry from OMol25. Energies are from wB97M-V/def2-TZVPD.

The LUMO energy is -6.4 eV. The relative energy (zero: lowest compared OMol25 entry of this formula, charge and spin) comes out at 35.688 eV. As for the HOMO energy: -9.4 eV. The gap between HOMO and LUMO comes out at 0.1103 Eh.

Atoms and positions in Å:
O  0.992  1.116  1.965
H  -0.533  0.635  -2.291
H  -0.374  -4.090  0.340
O  1.041  -1.073  3.073
H  -0.701  -0.139  -0.452
H  -0.760  1.460  -1.416
O  -0.388  3.044  -2.916
H  0.210  1.851  -0.916
H  0.514  -2.804  2.614

***

Question: Among the records above, which one has the highest relative energy (zero: lowest compared OMol25 entry of this formula, charge and spin)?
Answer: H6O3

***

Question: relative energy (zero: lowest compared OMol25 entry of this formula, charge and spin) of number 6 (C28H23IrN5O4)?
Answer: 4.923 eV

***

Question: Look up the relative energy (zero: lowest compared OMol25 entry of this formula, charge and spin) of the fifth one.
Answer: 4.917 eV